(1)
{
  "formula": "C21H26Cl36FNO2",
  "method": "ωB97M-V with the def2-TZVPD basis set",
  "gap_ev": 9.55,
  "total_charge": 0,
  "lumo_ev": 0.18,
  "homo_energy_ev": -9.37,
  "total_energy_ev": -481305.370,
  "max_force_ev_per_a": 1.97,
  "elements": ["C", "C", "N", "C", "O", "O", "C", "C", "C", "C", "C", "C", "F", "H", "H", "H", "H", "H", "H", "H", "H", "H", "H", "H", "H", "H", "H", "C", "Cl", "Cl", "Cl", "H", "C", "Cl", "Cl", "Cl", "H", "C", "Cl", "Cl", "Cl", "H", "C", "Cl", "Cl", "Cl", "H", "C", "Cl", "Cl", "Cl", "H", "C", "Cl", "Cl", "Cl", "H", "C", "Cl", "Cl", "Cl", "H", "C", "Cl", "Cl", "Cl", "H", "C", "Cl", "Cl", "Cl", "H", "C", "Cl", "Cl", "Cl", "H", "C", "Cl", "Cl", "Cl", "H", "C", "Cl", "Cl", "Cl", "H"],
  "positions_angstrom": [[8.6664, -1.9814, 2.9860], [8.1968, -2.3585, 1.9547], [8.0066, -2.9634, 0.7333], [6.8424, -3.8190, 0.8763], [6.5898, -4.3520, 1.9078], [6.1613, -3.9553, -0.2423], [4.7664, -4.2389, -0.0420], [4.0232, -3.2312, 0.7989], [3.7904, -1.8873, 0.1170], [3.0042, -1.0022, 1.0713], [7.8028, -1.8828, -0.2529], [8.8798, -0.8162, -0.1693], [7.8305, -2.3903, -1.4895], [8.9408, -1.4107, 3.8148], [4.6346, -5.2379, 0.3453], [4.3247, -4.2348, -1.0276], [3.0446, -3.6540, 0.9927], [4.4714, -3.0542, 1.7702], [4.7051, -1.3958, -0.1902], [3.1950, -2.0428, -0.7734], [2.7172, -0.0598, 0.6258], [2.1089, -1.5330, 1.3717], [3.5691, -0.8341, 1.9800], [6.8470, -1.4089, -0.0545], [9.7782, -1.2744, 0.2249], [8.5627, 0.0430, 0.3968], [9.1104, -0.4898, -1.1713], [1.4027, -1.4311, -3.6173], [1.5531, -3.0260, -2.8729], [-0.1936, -1.2267, -4.3431], [1.7160, -0.1621, -2.4364], [2.1454, -1.3545, -4.4013], [7.0895, -0.5199, 7.0041], [6.8356, -1.7135, 5.7306], [8.7737, 0.0147, 7.0258], [6.0047, 0.8536, 6.7852], [6.8660, -0.9828, 7.9557], [3.1272, 3.2635, 5.2943], [3.0953, 1.6542, 4.5709], [3.7784, 3.2008, 6.9392], [4.0643, 4.3779, 4.2986], [2.1126, 3.6292, 5.3463], [-4.3885, 0.0370, -4.3337], [-2.9630, -0.3685, -5.2919], [-4.8357, 1.7255, -4.5610], [-5.7329, -1.0291, -4.7507], [-4.1498, -0.1143, -3.2894], [4.5071, 2.3338, -4.2484], [4.1011, 3.3931, -2.8970], [4.7411, 0.6771, -3.6916], [3.2569, 2.4007, -5.4927], [5.4352, 2.6796, -4.6824], [-9.1910, 0.3925, -4.6441], [-10.4647, -0.7818, -4.3084], [-9.7729, 1.6596, -5.7227], [-8.5779, 1.0839, -3.1380], [-8.3742, -0.1195, -5.1338], [11.2714, 3.1555, 6.1933], [10.9663, 4.3242, 7.4786], [11.5188, 1.5407, 6.8629], [9.9497, 3.1509, 5.0248], [12.1765, 3.4479, 5.6789], [-3.5755, -4.1386, -6.4027], [-4.7810, -5.0958, -5.5379], [-1.9441, -4.6381, -5.9487], [-3.8053, -4.2741, -8.1468], [-3.7039, -3.1004, -6.1249], [-0.5337, 5.9877, 6.7538], [-1.6919, 5.1509, 7.7861], [1.1061, 5.4035, 7.0522], [-0.9590, 5.7983, 5.0516], [-0.5645, 7.0414, 6.9950], [-11.1013, 0.0748, -0.2558], [-10.8975, -1.5005, 0.5144], [-12.6974, 0.2161, -0.9892], [-10.8261, 1.3791, 0.9016], [-10.3641, 0.1626, -1.0437], [-16.7050, -0.1761, -1.7541], [-17.7464, 1.2506, -1.8630], [-17.6724, -1.6321, -1.5194], [-15.6868, -0.3312, -3.1889], [-16.0604, -0.0577, -0.8924], [-13.7116, 3.6976, -3.1678], [-14.9177, 2.7509, -2.2944], [-12.0827, 3.1981, -2.7113], [-13.9434, 3.5451, -4.9107], [-13.8373, 4.7374, -2.8987]]
}

=====

(2)
{
  "formula": "C21H26ClFN3O4",
  "method": "ωB97M-V with the def2-TZVPD basis set",
  "gap_ev": 4.57,
  "total_charge": 1,
  "lumo_ev": -4.91,
  "homo_energy_ev": -9.47,
  "relative_energy_kj_mol": 0.0,
  "total_energy_ev": -50086.059,
  "max_force_ev_per_a": 3.58,
  "elements": ["Cl", "C", "N", "C", "C", "N", "F", "C", "C", "C", "C", "H", "H", "H", "H", "H", "H", "H", "H", "H", "H", "H", "H", "H", "H", "C", "C", "C", "O", "C", "O", "C", "C", "C", "C", "C", "C", "C", "N", "C", "C", "C", "O", "O", "H", "H", "H", "H", "H", "H", "H", "H", "H", "H", "H", "H"],
  "positions_angstrom": [[0.0316, -0.7001, 6.2394], [-0.7611, -1.6019, 4.9205], [-0.4769, -1.0488, 3.5748], [-1.0213, 0.3655, 3.3940], [-0.7740, 0.8184, 1.9935], [-0.1685, -0.3307, 1.2437], [-0.0185, 0.1074, -0.2230], [-0.9682, -1.5842, 1.2370], [-1.2226, -1.9730, 2.6683], [1.1856, -0.6014, 1.7969], [1.0023, -1.1014, 3.1908], [-0.4129, -2.6413, 4.9695], [-1.8420, -1.5769, 5.1010], [-2.0907, 0.3160, 3.6296], [-0.5049, 0.9790, 4.1379], [-1.6850, 1.1468, 1.4857], [-0.0205, 1.6085, 1.9536], [-1.9114, -1.3934, 0.7314], [-0.4035, -2.3695, 0.7024], [-0.8451, -2.9919, 2.8728], [-2.2965, -1.8968, 2.9265], [1.6591, -1.3348, 1.1410], [1.7158, 0.3497, 1.7523], [1.5263, -0.4930, 3.9311], [1.2961, -2.1521, 3.2856], [2.9471, 0.3002, -0.9967], [3.3889, 0.9139, -2.3193], [4.9181, 0.9612, -2.4989], [2.9135, 0.1573, -3.4502], [1.5528, 0.1530, -3.6313], [1.1082, -0.6431, -4.4360], [0.7356, 1.1717, -2.8981], [-0.5858, 1.4258, -3.5537], [-1.8330, 0.8843, -2.8751], [-2.5571, 1.6737, -1.9605], [-3.2795, 1.0552, -0.9399], [-3.4765, -0.3339, -1.0105], [-4.0118, -1.0149, 0.1389], [-4.3181, -1.5626, 1.1468], [-3.0989, -1.0658, -2.1551], [-2.3442, -0.4040, -3.1429], [1.5513, 2.4047, -2.6442], [1.1200, 3.5436, -2.6365], [2.9145, 2.2589, -2.4767], [1.8502, 0.2527, -0.9209], [3.3461, -0.7250, -0.9253], [3.3192, 0.9131, -0.1599], [5.1436, 1.3789, -3.4906], [5.3832, 1.5834, -1.7250], [5.3281, -0.0520, -2.4420], [-0.6893, 2.5111, -3.6138], [-0.5574, 0.9564, -4.5362], [-2.5444, 2.7684, -2.0383], [-3.6838, 1.6406, -0.1008], [-3.3736, -2.1154, -2.2659], [-2.1603, -0.8916, -4.0977]]
}

=====

(3)
{
  "formula": "C21H26DyN7O6S2",
  "method": "ωB97M-V with the def2-TZVPD basis set",
  "gap_ev": [8.34, 8.35],
  "total_charge": 2,
  "lumo_ev": [-5.13, -5.12],
  "multiplicity": 6,
  "homo_energy_ev": [-13.47, -13.47],
  "relative_energy_kj_mol": 135.1,
  "s2": 9.335,
  "total_energy_ev": -90662.326,
  "max_force_ev_per_a": 2.63,
  "elements": ["Dy", "C", "C", "N", "C", "C", "N", "C", "O", "O", "C", "O", "O", "H", "H", "H", "H", "H", "S", "C", "N", "C", "C", "N", "H", "H", "H", "H", "H", "H", "N", "C", "N", "C", "C", "C", "C", "C", "C", "S", "H", "H", "H", "H", "H", "H", "O", "C", "O", "C", "N", "C", "C", "C", "H", "H", "H", "H", "H", "H", "H", "H", "H"],
  "positions_angstrom": [[0.1557, -0.3376, -0.1694], [3.2117, 2.3460, 1.8369], [3.1779, 0.9121, 1.4414], [2.1002, 0.1830, 1.2472], [2.5551, -1.0956, 0.9298], [3.9175, -1.1070, 0.8997], [4.2807, 0.1634, 1.2366], [5.0032, -2.0606, 0.5055], [4.6467, -3.2698, 0.1437], [6.1301, -1.6396, 0.4797], [1.5930, -2.2234, 0.7542], [1.9635, -3.2824, 0.2895], [0.3671, -1.9184, 1.1028], [2.1970, 2.7303, 1.9023], [3.7855, 2.9426, 1.1262], [3.6733, 2.4632, 2.8182], [5.2532, 0.4290, 1.3361], [3.6653, -3.3980, 0.2169], [-1.2219, 1.7226, -1.6732], [-0.9886, 3.3070, -1.1051], [0.0560, 3.7761, -0.4094], [-0.0587, 5.2059, -0.0825], [-1.4074, 5.5827, -0.7366], [-1.8505, 4.2987, -1.3011], [0.8738, 3.2191, -0.2432], [0.7689, 5.7699, -0.5059], [-0.0671, 5.3583, 0.9937], [-1.2908, 6.3254, -1.5206], [-2.1256, 5.9545, -0.0114], [-2.7216, 4.1618, -1.7858], [-2.9650, 0.0382, 2.0952], [-2.7440, -1.0180, 1.2932], [-2.1077, -0.9145, 0.1481], [-2.0243, -2.1721, -0.4739], [-1.4667, -2.4064, -1.7240], [-1.4035, -3.7148, -2.1806], [-1.8990, -4.7645, -1.4177], [-2.4948, -4.5299, -0.1864], [-2.5499, -3.2255, 0.2662], [-3.2419, -2.6111, 1.7447], [-2.9095, 0.9572, 1.6900], [-3.5413, -0.0644, 2.9135], [-1.1715, -1.5849, -2.3616], [-0.9829, -3.9208, -3.1560], [-1.8425, -5.7751, -1.7987], [-2.9038, -5.3446, 0.3976], [1.9132, 1.0991, -1.4570], [1.8997, 0.1155, -2.2262], [1.2692, -0.9562, -1.9731], [2.6404, 0.1728, -3.5538], [3.2178, 1.5706, -3.6696], [2.6062, 2.2322, -4.8896], [1.2984, 1.4815, -5.0677], [1.7031, 0.0345, -4.7620], [3.4367, -0.5683, -3.5365], [4.2343, 1.5761, -3.6992], [2.9190, 2.0317, -2.8018], [3.2802, 2.0559, -5.7249], [2.5231, 3.3013, -4.7179], [0.9048, 1.6077, -6.0730], [0.5489, 1.8328, -4.3536], [2.2382, -0.4036, -5.6041], [0.8667, -0.6146, -4.5201]]
}

=====

(4)
{
  "formula": "C21H26FN4O4S3Sc",
  "method": "ωB97M-V with the def2-TZVPD basis set",
  "gap_ev": 8.45,
  "total_charge": 0,
  "lumo_ev": 0.17,
  "homo_energy_ev": -8.28,
  "relative_energy_kj_mol": 43.3,
  "total_energy_ev": -92275.688,
  "max_force_ev_per_a": 1.56,
  "elements": ["Sc", "C", "C", "C", "C", "C", "C", "C", "S", "O", "O", "N", "C", "C", "O", "O", "H", "H", "H", "H", "H", "H", "H", "H", "H", "C", "S", "C", "H", "H", "H", "H", "H", "H", "C", "C", "C", "N", "N", "C", "N", "S", "H", "H", "H", "H", "H", "H", "H", "F", "C", "C", "C", "C", "C", "C", "H", "H", "H", "H"],
  "positions_angstrom": [[-0.0761, -0.4218, -0.0808], [3.8129, 4.1334, -5.1175], [3.4598, 3.0931, -4.0877], [2.1321, 2.7463, -3.8465], [1.8027, 1.8023, -2.8875], [2.8220, 1.2011, -2.1597], [4.1534, 1.5200, -2.3880], [4.4622, 2.4635, -3.3524], [2.4587, -0.0202, -0.9342], [3.6310, -0.8194, -0.7458], [1.2932, -0.8019, -1.4921], [1.8796, 0.5990, 0.3979], [1.6566, 2.0475, 0.4814], [0.1999, 2.3990, 0.1562], [-0.2976, 3.4343, 0.5614], [-0.4380, 1.4964, -0.5449], [2.9644, 4.3535, -5.7638], [4.6444, 3.7997, -5.7394], [4.1171, 5.0626, -4.6309], [1.3427, 3.2191, -4.4197], [0.7724, 1.5326, -2.7076], [4.9228, 1.0121, -1.8204], [5.5005, 2.7115, -3.5450], [2.2849, 2.6053, -0.2152], [1.8886, 2.4092, 1.4794], [-4.2672, -1.3872, -0.2895], [-3.2954, 0.0752, -0.7055], [-4.5338, 1.3498, -0.3914], [-5.0785, -1.5179, -1.0046], [-4.6675, -1.2966, 0.7207], [-3.5871, -2.2362, -0.3368], [-4.8592, 1.3092, 0.6478], [-5.3831, 1.2135, -1.0592], [-4.0679, 2.3143, -0.5936], [-0.3420, -2.2401, 5.6966], [0.6233, -1.3846, 4.8674], [-0.0897, -0.5199, 3.8832], [-0.0752, -0.6896, 2.6152], [-0.8309, 0.2126, 1.9156], [-1.4301, 1.0951, 2.6752], [-2.2592, 2.0498, 2.2185], [-1.0967, 0.8339, 4.3575], [0.2140, -2.8577, 6.4019], [-0.9249, -2.8979, 5.0504], [-1.0343, -1.6158, 6.2645], [1.3006, -2.0176, 4.2961], [1.2273, -0.7613, 5.5296], [-2.0998, 2.3096, 1.2499], [-2.4172, 2.8422, 2.8181], [-1.4157, -6.6070, -0.4832], [-1.2641, -5.2666, -0.3905], [-1.3517, -4.6663, 0.8470], [-1.1744, -3.2883, 0.9256], [-0.9178, -2.4763, -0.1906], [-0.8482, -3.1646, -1.4142], [-1.0233, -4.5380, -1.5350], [-1.5508, -5.2669, 1.7267], [-1.2565, -2.8373, 1.9093], [-0.6483, -2.6099, -2.3269], [-0.9652, -5.0398, -2.4933]]
}